Density functional theory data (ωB97M-V with the def2-TZVPD basis set) for a molecular structure, C14H15Cl2IrN3O5 in a non-equilibrium geometry.

Output
* E: -2107.2961 hartree
* charge: -1
* relative energy (zero: lowest compared OMol25 entry of this formula, charge and spin): 230.1 kcal/mol
* lowest unoccupied orbital energy (alpha / beta): 2.46 / 2.46 eV

```
40
Properties=species:S:1:pos:R:3:forces:R:3:mulliken_charge:R:1
Ir -0.32690 0.07041 -1.07190 -0.150 -0.319 0.914 0.54
O -0.18504 -0.96261 0.97080 -0.158 -0.602 -0.564 -0.63
C 0.30957 -2.15309 1.55238 -0.114 0.238 -0.150 -0.70
C 1.83343 -2.19063 1.54900 0.020 0.009 0.016 -0.55
N 2.09941 0.55621 1.02150 -0.108 -0.577 1.898 -0.13
C 1.83558 1.79732 1.70770 0.034 0.388 -0.555 -0.33
C 0.93033 1.51675 2.93006 0.157 -0.156 0.156 0.51
O 1.15608 2.17617 3.93998 -0.106 0.089 -0.056 -0.73
O 0.02563 0.63009 2.77325 0.191 0.226 0.191 -0.73
C 2.38238 -1.94667 0.17596 0.057 -0.090 0.221 -0.68
C 5.59951 1.08661 -0.56621 -0.041 0.140 0.111 0.19
O 6.28109 0.57032 -1.29491 0.110 -0.088 -0.128 -0.19
O 1.74071 -0.01572 -1.39720 0.569 0.048 -0.290 -0.70
H -0.01149 -0.19760 1.69127 -0.281 0.293 0.117 0.42
H -0.09750 -3.01200 1.01127 0.007 0.015 -0.046 0.38
H -0.04983 -2.19001 2.58382 0.002 -0.117 0.028 0.34
H 2.20371 -3.14913 1.92256 -0.011 -0.014 0.022 0.46
H 2.19206 -1.40937 2.22861 0.054 -0.007 -0.033 0.28
H 1.27241 2.44167 1.02512 0.037 0.120 0.043 0.15
H 2.74612 2.30681 2.01929 -0.003 -0.030 0.053 0.28
H 1.68526 -2.17336 -0.62716 0.064 0.039 -0.085 0.35
H 3.36716 -2.36286 -0.03442 0.012 0.020 0.094 0.46
Cl 2.65022 -0.10202 -0.13792 -0.521 0.230 -1.649 0.64
C 0.98066 0.82591 -4.08645 0.032 0.034 0.014 -0.86
C 1.91235 1.39465 -4.97638 0.024 -0.040 -0.038 -0.36
C 2.37402 2.70571 -4.91322 -0.011 0.004 0.012 -0.42
C 1.86441 3.58292 -3.95792 -0.032 -0.038 -0.010 -0.57
C 0.88743 3.10122 -3.11177 0.039 0.065 -0.043 0.42
Cl 0.21366 4.21015 -1.91110 0.003 -0.032 -0.005 -0.25
C 0.48030 1.75985 -3.15022 -0.117 -0.049 0.027 0.52
N -0.54474 1.38442 -2.27565 0.132 0.010 -0.139 -0.45
H 2.34605 0.76328 -5.75315 0.002 0.000 0.004 0.31
H 3.13848 3.05895 -5.60117 -0.002 0.001 -0.002 0.33
H 2.20262 4.60760 -3.87777 0.002 -0.001 0.006 0.37
C -4.51180 1.42524 -0.06299 0.027 0.025 0.002 -0.92
C -3.23824 0.80418 -0.38602 -0.099 -0.266 -0.004 0.54
N -2.23628 0.31528 -0.64017 0.194 0.436 -0.145 -0.11
H -4.60359 1.53892 1.01588 -0.002 -0.005 0.001 0.28
H -5.33498 0.81980 -0.43835 -0.003 -0.002 0.006 0.28
H -4.54924 2.40875 -0.52921 -0.008 0.000 0.004 0.27
```
Forces are in eV/Å.